The following is a DFT calculation (ωB97M-V/def2-TZVPD) of a 2-piece molecular cluster, C19H23N4O5 overall in a non-equilibrium geometry.

Cartesian coordinates (Å):
C (-3.961, -1.521, -1.455)
C (-2.777, -0.558, -1.357)
C (-2.760, 0.300, -2.634)
C (-3.006, 0.359, -0.151)
C (-1.459, -1.357, -1.232)
C (-0.205, -0.690, -0.845)
O (-0.205, 0.348, -0.126)
C (1.049, -1.348, -1.245)
C (2.360, -0.539, -1.379)
C (3.551, -1.495, -1.486)
C (2.592, 0.380, -0.172)
C (2.328, 0.316, -2.658)
C (1.011, -2.710, -1.472)
C (-0.200, -3.409, -1.502)
C (-1.414, -2.719, -1.457)
H (-3.981, -2.183, -0.582)
H (-4.910, -0.972, -1.487)
H (-3.897, -2.122, -2.369)
H (-1.932, 1.020, -2.630)
H (-2.675, -0.342, -3.521)
H (-3.704, 0.855, -2.730)
H (-2.215, 1.112, -0.066)
H (-3.977, 0.868, -0.240)
H (-3.019, -0.222, 0.779)
H (3.484, -2.094, -2.401)
H (4.495, -0.939, -1.521)
H (3.582, -2.160, -0.616)
H (1.789, 1.119, -0.070)
H (2.637, -0.217, 0.749)
H (3.550, 0.911, -0.273)
H (1.494, 1.030, -2.648)
H (3.266, 0.878, -2.761)
H (2.239, -0.329, -3.542)
H (1.932, -3.270, -1.650)
H (-0.196, -4.486, -1.645)
H (-2.333, -3.285, -1.627)
O (0.303, 4.485, 1.196)
N (1.113, 4.216, 2.112)
C (1.006, 2.972, 2.815)
C (0.058, 2.002, 2.462)
C (-0.052, 0.965, 3.365)
N (-1.053, 0.011, 3.542)
O (-2.050, -0.298, 2.914)
O (-0.768, -0.661, 4.768)
N (0.400, -0.130, 5.378)
C (0.774, 0.885, 4.550)
N (1.747, 1.755, 4.805)
C (1.861, 2.771, 3.954)
O (2.019, 5.010, 2.462)
H (-0.551, 1.995, 1.557)
H (2.657, 3.496, 4.145)

Computed properties:
Orbital gap in eV: 3.41
Charge: -1
HOMO in eV: -3.10

=====

The following is a DFT calculation (ωB97M-V/def2-TZVPD) of C19H23N5O2S in the gas phase in a non-equilibrium geometry.

Cartesian coordinates (Å):
C (1.866, 1.177, 0.485)
C (1.552, 2.149, -0.648)
C (0.906, 1.495, -1.873)
C (-0.609, 1.287, -1.768)
N (-0.988, 0.312, -0.781)
C (-1.537, 0.482, 0.465)
C (-1.920, 1.790, 1.053)
C (-2.994, 2.460, 0.233)
C (-4.131, 1.747, -0.129)
C (-5.119, 2.344, -0.890)
C (-4.984, 3.661, -1.297)
C (-3.857, 4.379, -0.936)
C (-2.866, 3.781, -0.177)
N (-1.702, -0.675, 1.039)
N (-1.271, -1.636, 0.207)
C (-0.852, -1.042, -0.876)
S (-0.211, -1.845, -2.283)
C (-0.167, -3.527, -1.610)
C (0.828, -3.757, -0.477)
O (0.759, -4.748, 0.206)
N (1.782, -2.798, -0.357)
C (2.751, -2.734, 0.617)
C (3.002, -3.621, 1.695)
C (4.069, -3.053, 2.329)
C (4.838, -3.453, 3.531)
O (4.426, -1.929, 1.685)
N (3.604, -1.735, 0.622)
H (0.974, 0.694, 0.872)
H (2.335, 1.712, 1.309)
H (2.558, 0.405, 0.153)
H (2.489, 2.612, -0.965)
H (0.903, 2.951, -0.286)
H (1.068, 2.134, -2.744)
H (1.391, 0.538, -2.075)
H (-1.104, 2.228, -1.519)
H (-0.986, 0.941, -2.737)
H (-1.044, 2.439, 1.134)
H (-2.291, 1.585, 2.060)
H (-4.235, 0.721, 0.194)
H (-5.998, 1.780, -1.165)
H (-5.756, 4.127, -1.891)
H (-3.747, 5.407, -1.247)
H (-1.989, 4.348, 0.104)
H (-1.163, -3.778, -1.245)
H (0.085, -4.181, -2.446)
H (1.776, -2.017, -1.003)
H (2.461, -4.511, 1.932)
H (5.892, -3.563, 3.281)
H (4.755, -2.687, 4.300)
H (4.455, -4.393, 3.915)

Computed properties:
SMILES string: CCCCn1c(Cc2ccccc2)nnc1SCC(=O)Nc1cc(C)on1
Orbital gap in eV: 9.22
HOMO in eV: -8.69

=====

The following is a DFT calculation (ωB97M-V/def2-TZVPD) of C19H23N5O3S as an isolated structure in a non-equilibrium geometry.

Cartesian coordinates (Å):
C (-0.806, -4.282, -3.979)
C (0.257, -3.265, -3.598)
H (0.958, -3.782, -2.819)
H (0.777, -3.050, -4.579)
O (-0.443, -2.105, -3.190)
C (0.651, -1.380, -2.621)
O (1.962, -1.576, -2.706)
C (-0.138, -0.258, -1.882)
C (-1.486, -0.079, -1.886)
N (-1.985, 1.117, -1.386)
C (-1.096, 1.794, -0.732)
N (0.076, 1.716, -0.738)
C (0.635, 0.902, -1.395)
N (2.138, 0.698, -1.072)
H (2.430, 1.521, -0.761)
H (2.698, -0.082, -1.650)
S (-1.788, 3.553, -0.330)
C (-0.207, 4.317, 0.158)
C (0.763, 3.519, 1.068)
O (2.083, 3.517, 0.514)
N (0.418, 2.797, 2.027)
C (-0.602, 2.618, 2.709)
H (-0.538, 2.929, 3.858)
C (-1.176, 1.271, 2.559)
N (-0.507, 0.246, 2.739)
C (-0.272, -0.638, 1.760)
C (-1.490, -1.124, 1.081)
C (-1.480, -2.415, 0.558)
C (-0.173, -2.993, -0.054)
C (0.981, -2.358, 0.452)
C (0.891, -1.351, 1.378)
H (1.753, -0.905, 1.551)
H (1.879, -2.855, 0.221)
H (-0.324, -3.787, -0.699)
H (-2.414, -2.741, -0.008)
H (-2.348, -0.890, 1.707)
C (0.698, 0.800, 3.359)
H (1.843, -0.020, 3.417)
C (1.558, 1.962, 2.671)
H (2.230, 2.416, 3.402)
H (2.356, 1.808, 1.813)
H (0.778, 0.929, 4.284)
H (-1.875, 1.217, 1.535)
H (-2.051, 1.200, 3.250)
H (-1.531, 3.360, 2.306)
H (-0.619, 5.303, 0.904)
H (0.177, 4.839, -0.734)
H (-2.042, -0.551, -2.362)
H (-0.601, -5.274, -4.361)
H (-1.527, -3.987, -4.710)
H (-1.467, -4.599, -3.031)

Computed properties:
Orbital gap in eV: 7.66
HOMO in eV: -7.96

=====

The following is a DFT calculation (ωB97M-V/def2-TZVPD) of C19H23N5O4ReSi as an isolated structure.

Cartesian coordinates (Å):
Re (0.395, -0.339, 0.316)
C (3.803, -1.770, -0.872)
C (2.543, -2.570, -0.947)
C (2.502, -3.873, -1.452)
C (1.308, -4.562, -1.500)
C (0.117, -3.973, -1.054)
C (0.231, -2.695, -0.589)
N (1.403, -2.028, -0.524)
N (-0.726, -1.769, -0.082)
Si (-2.557, -1.975, 0.058)
C (-2.804, -3.414, 1.195)
C (-3.112, -0.370, 0.800)
C (-3.155, -2.243, -1.670)
H (4.530, -2.260, -0.223)
H (3.614, -0.764, -0.502)
H (4.259, -1.695, -1.859)
H (3.415, -4.329, -1.808)
H (1.286, -5.569, -1.895)
H (-0.830, -4.491, -1.092)
H (-2.351, -3.241, 2.173)
H (-2.407, -4.348, 0.795)
H (-3.875, -3.563, 1.353)
H (-2.626, -0.159, 1.756)
H (-4.184, -0.437, 1.002)
H (-2.963, 0.481, 0.134)
H (-2.735, -3.139, -2.127)
H (-2.925, -1.391, -2.312)
H (-4.241, -2.366, -1.662)
N (1.434, -0.245, 4.323)
C (2.404, -1.153, 3.941)
C (2.235, -1.343, 2.615)
N (1.170, -0.555, 2.189)
C (0.714, 0.097, 3.266)
H (1.297, 0.112, 5.258)
H (3.108, -1.569, 4.639)
H (2.780, -1.976, 1.939)
H (-0.100, 0.803, 3.271)
O (-0.424, 1.549, 0.773)
C (0.039, 2.017, -0.321)
O (0.659, 1.093, -1.029)
C (-0.069, 3.383, -0.758)
C (-0.757, 4.302, 0.042)
C (-0.874, 5.611, -0.381)
C (-0.299, 5.959, -1.591)
C (0.384, 5.070, -2.402)
C (0.501, 3.761, -1.979)
N (-0.424, 7.373, -2.046)
O (0.081, 7.646, -3.110)
O (-1.019, 8.127, -1.314)
H (-1.194, 3.987, 0.979)
H (-1.395, 6.359, 0.198)
H (0.805, 5.413, -3.335)
H (1.025, 3.034, -2.583)

Computed properties:
Orbital gap (alpha / beta) in eV: 8.13 / 7.49
Charge: +2
HOMO (alpha / beta) in eV: -15.30 / -15.11
Multiplicity: 2

=====

Q: Which energy relative to the best compared isomer or geometry (same formula, charge and spin) values were calculated for the entries above? A: 256.8, 40.0, 396.8, 0.0, in kcal/mol.